{
  "formula": "C32H60AlN8O4",
  "method": "the ωB97M-V functional and the def2-TZVPD basis",
  "charge": -1,
  "orbital_gap_ev": 6.729,
  "e_homo_ev": -4.569,
  "elements": ["C", "C", "N", "Al", "C", "C", "O", "C", "O", "C", "C", "C", "O", "N", "O", "H", "H", "H", "H", "H", "H", "H", "H", "H", "H", "H", "H", "H", "H", "H", "H", "H", "H", "C", "C", "C", "C", "N", "H", "H", "H", "H", "H", "H", "H", "C", "C", "C", "C", "N", "H", "H", "H", "H", "H", "H", "H", "C", "C", "C", "C", "N", "H", "H", "H", "H", "H", "H", "H", "C", "C", "C", "C", "N", "H", "H", "H", "H", "H", "H", "H", "C", "C", "C", "C", "N", "H", "H", "H", "H", "H", "H", "H", "C", "C", "C", "C", "N", "H", "H", "H", "H", "H", "H", "H"],
  "coordinates": [[-3.683, -2.970, -1.087], [-2.382, -2.988, -1.887], [-1.205, -2.548, -1.139], [-0.415, -0.950, -1.647], [-1.731, 0.587, -1.704], [-2.293, 0.899, -0.348], [-3.504, 1.757, -0.380], [-4.680, 1.174, -0.607], [-5.034, 0.125, -0.136], [-5.539, 2.005, -1.534], [-5.353, 1.547, -2.992], [0.975, -0.434, -0.224], [2.361, -0.697, -0.691], [3.323, -0.748, 0.256], [3.158, -0.038, 1.199], [-4.567, -2.968, -1.735], [-3.746, -3.855, -0.437], [-3.741, -2.083, -0.446], [-2.509, -2.362, -2.786], [-2.224, -4.014, -2.266], [-1.405, -2.613, -0.145], [0.340, -1.104, -3.081], [-1.197, 1.469, -2.087], [-2.539, 0.357, -2.418], [-1.589, 1.499, 0.238], [-2.553, 0.019, 0.253], [-5.260, 3.058, -1.426], [-6.583, 1.879, -1.223], [-4.538, 2.092, -3.480], [-6.272, 1.714, -3.562], [-5.100, 0.483, -3.041], [0.876, 0.633, 0.028], [0.894, -0.990, 0.720], [3.065, -4.455, -3.497], [3.229, -4.389, -1.985], [2.887, -5.712, -1.294], [1.521, -6.189, -1.510], [0.469, -6.623, -1.677], [2.024, -4.636, -3.767], [3.362, -3.512, -3.954], [3.676, -5.252, -3.930], [2.613, -3.576, -1.596], [4.263, -4.150, -1.728], [3.039, -5.627, -0.216], [3.552, -6.500, -1.657], [5.990, 1.748, 0.018], [6.162, 1.969, 1.513], [7.509, 2.593, 1.890], [8.649, 1.767, 1.491], [9.537, 1.109, 1.172], [6.727, 1.043, -0.370], [5.003, 1.338, -0.178], [6.091, 2.681, -0.540], [6.048, 1.021, 2.041], [5.377, 2.627, 1.889], [7.570, 2.746, 2.969], [7.625, 3.569, 1.410], [4.036, 4.164, -4.444], [4.025, 4.150, -2.921], [3.185, 3.004, -2.349], [1.788, 3.091, -2.760], [0.688, 3.149, -3.084], [3.030, 4.308, -4.839], [4.666, 4.970, -4.822], [4.420, 3.222, -4.840], [3.640, 5.099, -2.540], [5.043, 4.046, -2.543], [3.210, 3.000, -1.258], [3.567, 2.037, -2.684], [3.437, -2.186, 6.401], [2.645, -1.543, 5.271], [3.519, -0.852, 4.225], [4.306, 0.247, 4.784], [4.931, 1.107, 5.225], [4.002, -1.439, 6.962], [2.773, -2.696, 7.100], [4.147, -2.922, 6.015], [1.937, -0.817, 5.674], [2.053, -2.295, 4.747], [2.900, -0.449, 3.425], [4.217, -1.555, 3.765], [-1.715, -4.192, 6.021], [-2.130, -4.699, 4.647], [-1.071, -4.426, 3.573], [-0.807, -2.998, 3.408], [-0.594, -1.878, 3.259], [-1.577, -3.110, 6.013], [-2.474, -4.428, 6.768], [-0.776, -4.649, 6.342], [-3.069, -4.233, 4.342], [-2.305, -5.776, 4.679], [-1.384, -4.817, 2.603], [-0.128, -4.914, 3.834], [-9.194, 6.812, -2.668], [-8.669, 5.990, -1.499], [-7.684, 4.900, -1.933], [-8.294, 3.938, -2.849], [-8.799, 3.196, -3.569], [-9.745, 6.185, -3.370], [-9.865, 7.598, -2.320], [-8.375, 7.287, -3.212], [-9.499, 5.525, -0.964], [-8.155, 6.637, -0.785], [-7.307, 4.346, -1.072], [-6.821, 5.341, -2.437]],
  "mulliken_charge": [-1.07, -0.30, 0.09, -0.60, 0.20, -0.52, -0.40, 0.28, -0.62, 0.18, -1.25, -0.11, -0.23, 0.20, -0.32, 0.33, 0.30, 0.22, 0.21, 0.27, 0.09, -0.41, 0.11, -0.10, 0.17, 0.34, 0.14, 0.28, 0.32, 0.36, 0.29, 0.35, 0.09, -1.31, 0.05, -0.43, 0.24, -0.48, 0.34, 0.35, 0.37, -0.04, 0.33, 0.30, 0.30, -0.69, -0.09, -0.59, 0.25, -0.46, 0.40, -0.10, 0.20, 0.12, 0.31, 0.34, 0.30, -1.21, -0.45, 0.07, 0.11, -0.49, 0.34, 0.36, 0.31, 0.34, 0.22, 0.14, 0.25, -1.27, -0.23, -0.03, 0.22, -0.55, 0.34, 0.36, 0.32, 0.32, 0.12, 0.08, 0.33, -1.11, -0.43, -0.27, 0.16, -0.48, 0.33, 0.33, 0.29, 0.30, 0.32, 0.28, 0.31, -1.17, -0.54, -0.18, 0.30, -0.52, 0.35, 0.35, 0.30, 0.31, 0.34, 0.21, 0.31]
}

{
  "formula": "C19H20BrCoNO9P2S",
  "method": "the ωB97M-V functional and the def2-TZVPD basis",
  "s_squared": 6.01,
  "spin_multiplicity": 5,
  "e_above_lowest_ev": 1.233,
  "charge": 1,
  "orbital_gap_ev": [8.408, 6.223],
  "e_homo_ev": [-11.672, -11.675],
  "elements": ["Co", "O", "P", "O", "O", "O", "P", "O", "O", "O", "H", "H", "O", "C", "C", "C", "N", "C", "Br", "C", "H", "H", "H", "H", "O", "S", "C", "C", "C", "C", "C", "C", "C", "C", "C", "C", "C", "C", "C", "C", "H", "H", "H", "H", "H", "H", "H", "H", "H", "H", "H", "H", "H", "H"],
  "coordinates": [[-1.623, -1.047, 0.866], [-4.137, -4.071, 0.384], [-3.503, -2.650, 0.456], [-2.659, -2.184, -0.702], [-2.592, -2.524, 1.691], [-4.733, -1.645, 0.627], [-4.460, -0.027, 0.421], [-5.449, 0.593, 1.479], [-4.683, 0.441, -0.933], [-3.013, 0.144, 1.020], [-4.992, -4.137, -0.061], [-5.330, 0.275, 2.383], [2.552, 2.071, 4.212], [1.641, 1.412, 3.502], [0.661, 2.196, 2.698], [-0.107, 1.303, 1.704], [-0.270, -0.111, 2.036], [0.580, -0.634, 2.846], [0.482, -2.484, 3.127], [1.610, 0.064, 3.556], [2.464, 3.027, 4.101], [0.062, 2.815, 3.372], [-1.090, 1.718, 1.488], [2.301, -0.488, 4.174], [-0.273, -0.874, -0.461], [-0.696, -0.231, -1.817], [0.575, 1.039, -1.920], [0.403, 2.023, -0.798], [0.908, 1.703, 0.584], [1.285, 2.928, 1.475], [0.503, 4.159, 1.128], [-0.196, 4.263, 0.001], [-0.151, 3.216, -1.024], [-0.171, -1.459, -3.042], [1.223, -1.958, -2.838], [1.474, -2.950, -1.894], [2.768, -3.400, -1.683], [3.818, -2.864, -2.415], [3.574, -1.881, -3.365], [2.280, -1.430, -3.575], [0.447, 1.516, -2.894], [1.538, 0.525, -1.878], [1.725, 0.979, 0.555], [2.352, 3.157, 1.561], [0.534, 4.983, 1.832], [-0.752, 5.165, -0.214], [-0.531, 3.465, -2.008], [-0.324, -0.972, -4.007], [-0.928, -2.236, -2.921], [0.648, -3.373, -1.335], [2.956, -4.178, -0.955], [4.826, -3.223, -2.256], [4.388, -1.475, -3.950], [2.088, -0.675, -4.330]],
  "nbo_charge": [1.83, -0.96, 2.53, -1.13, -1.08, -1.08, 2.55, -0.97, -1.06, -1.13, 0.54, 0.52, -0.61, 0.49, -0.31, -0.07, -0.63, 0.28, 0.16, -0.45, 0.50, 0.25, 0.25, 0.27, -0.99, 1.27, -0.61, -0.03, -0.20, -0.25, -0.15, -0.23, -0.16, -0.59, -0.11, -0.18, -0.20, -0.19, -0.22, -0.15, 0.25, 0.26, 0.23, 0.23, 0.22, 0.24, 0.22, 0.26, 0.28, 0.22, 0.23, 0.23, 0.23, 0.20]
}

{
  "formula": "C27H31FN6O2",
  "method": "the ωB97M-V functional and the def2-TZVPD basis",
  "charge": 0,
  "orbital_gap_ev": 8.345,
  "smiles": "Cn1c(=O)c2c(nc(CN3CCN(c4ccccc4F)CC3)n2CCCc2ccccc2)n(C)c1=O",
  "e_homo_ev": -7.821,
  "elements": ["C", "N", "C", "O", "C", "C", "N", "C", "C", "N", "C", "C", "N", "C", "C", "C", "C", "C", "C", "F", "C", "C", "N", "C", "C", "C", "C", "C", "C", "C", "C", "C", "N", "C", "C", "O", "H", "H", "H", "H", "H", "H", "H", "H", "H", "H", "H", "H", "H", "H", "H", "H", "H", "H", "H", "H", "H", "H", "H", "H", "H", "H", "H", "H", "H", "H", "H"],
  "coordinates": [[2.779, 3.675, -1.410], [2.086, 2.589, -0.738], [1.985, 1.373, -1.418], [2.421, 1.236, -2.548], [1.321, 0.389, -0.622], [0.813, 0.682, 0.634], [0.218, -0.401, 1.170], [0.363, -1.364, 0.272], [-0.201, -2.735, 0.481], [-1.615, -2.919, 0.214], [-2.547, -2.515, 1.249], [-2.913, -1.029, 1.199], [-3.432, -0.704, -0.121], [-4.263, 0.396, -0.270], [-4.045, 1.394, -1.227], [-4.929, 2.442, -1.400], [-6.065, 2.546, -0.619], [-6.314, 1.575, 0.337], [-5.434, 0.527, 0.491], [-5.750, -0.418, 1.416], [-2.472, -1.001, -1.161], [-2.101, -2.492, -1.079], [1.026, -0.944, -0.832], [1.446, -1.700, -1.986], [2.969, -1.796, -2.120], [3.677, -2.311, -0.861], [3.737, -1.289, 0.244], [3.172, -1.542, 1.486], [3.201, -0.584, 2.486], [3.803, 0.640, 2.258], [4.396, 0.893, 1.032], [4.366, -0.065, 0.035], [0.936, 1.908, 1.203], [0.414, 2.151, 2.529], [1.625, 2.896, 0.535], [1.812, 3.989, 1.022], [2.109, 4.528, -1.523], [3.097, 3.310, -2.384], [3.639, 3.986, -0.818], [0.342, -3.454, -0.142], [-0.037, -3.001, 1.528], [-2.126, -2.755, 2.225], [-3.457, -3.106, 1.103], [-3.662, -0.822, 1.959], [-2.017, -0.430, 1.415], [-3.157, 1.358, -1.838], [-4.718, 3.191, -2.148], [-6.753, 3.366, -0.751], [-7.196, 1.608, 0.958], [-2.931, -0.816, -2.134], [-1.570, -0.376, -1.072], [-1.361, -2.730, -1.845], [-3.006, -3.074, -1.283], [1.053, -1.207, -2.881], [1.013, -2.699, -1.916], [3.357, -0.814, -2.389], [3.174, -2.473, -2.951], [4.699, -2.581, -1.138], [3.181, -3.215, -0.500], [2.700, -2.496, 1.675], [2.748, -0.798, 3.443], [3.820, 1.393, 3.032], [4.883, 1.840, 0.853], [4.835, 0.139, -0.916], [-0.676, 2.168, 2.504], [0.792, 3.115, 2.864], [0.743, 1.354, 3.194]],
  "nbo_charge": [-0.42, -0.46, 0.66, -0.64, -0.06, 0.36, -0.54, 0.49, -0.28, -0.43, -0.22, -0.25, -0.46, 0.18, -0.28, -0.20, -0.23, -0.26, 0.34, -0.33, -0.24, -0.22, -0.36, -0.21, -0.41, -0.42, -0.01, -0.23, -0.22, -0.18, -0.23, -0.22, -0.42, -0.41, 0.80, -0.63, 0.21, 0.24, 0.21, 0.20, 0.23, 0.20, 0.20, 0.22, 0.20, 0.22, 0.21, 0.22, 0.23, 0.21, 0.17, 0.20, 0.21, 0.23, 0.21, 0.24, 0.22, 0.22, 0.20, 0.21, 0.22, 0.21, 0.22, 0.22, 0.21, 0.25, 0.21]
}